[1]
A molecular structure, C30H46BrN3P2W in a non-equilibrium geometry. Source: the Open Molecules 2025 dataset; level of theory: the ωB97M-V functional and the def2-TZVPD basis.

Computed properties:
energy relative to the best compared isomer or geometry (same formula, charge and spin)	0.000	eV
charge	+4
largest force on an atom	0.101	hartree/bohr
orbital gap (spin up / spin down)	6.35 / 5.10	eV
2S+1	3

Atoms and positions in Å:
1 N -5.647 -2.155 4.407
2 C -4.725 -1.366 4.960
3 C -4.295 -0.183 4.351
4 C -4.754 0.105 3.040
5 C -5.819 -0.674 2.538
6 C -6.208 -1.823 3.245
7 C -4.082 1.053 2.180
8 W 0.098 1.108 -0.569
9 P 3.021 0.805 -1.309
10 C -4.143 0.987 0.813
11 C -3.011 1.369 -0.029
12 C -2.921 1.069 -1.385
13 C -1.711 1.373 -2.085
14 C -1.026 2.484 -1.582
15 C -1.163 2.913 -0.259
16 C -1.839 1.970 0.567
17 Br 1.058 2.900 -2.372
18 H -3.514 1.822 2.708
19 H -5.010 0.569 0.290
20 H -3.556 0.447 4.842
21 H -6.293 -0.425 1.591
22 H -4.298 -1.680 5.917
23 H -6.979 -2.483 2.836
24 H -3.768 0.585 -1.890
25 H -1.833 2.117 1.648
26 H -1.499 1.085 -3.114
27 H -0.749 3.837 0.105
28 P -0.649 -1.574 -0.993
29 C 4.016 2.358 -1.095
30 C 4.926 2.782 -2.243
31 H 4.600 2.223 -0.175
32 H 3.287 3.158 -0.904
33 H 5.176 3.849 -2.152
34 H 5.883 2.241 -2.227
35 H 4.461 2.657 -3.225
36 C 3.048 0.362 -3.123
37 C 4.363 0.093 -3.842
38 H 2.517 1.180 -3.632
39 H 2.395 -0.519 -3.200
40 H 4.158 0.038 -4.919
41 H 5.108 0.884 -3.717
42 H 4.822 -0.857 -3.557
43 C 4.017 -0.457 -0.417
44 C 5.517 -0.442 -0.699
45 H 3.589 -1.441 -0.647
46 H 3.839 -0.275 0.656
47 H 5.996 -1.303 -0.216
48 H 5.741 -0.506 -1.770
49 H 5.992 0.461 -0.296
50 C 0.248 -3.034 -0.281
51 C 1.541 -3.467 -0.965
52 H -0.470 -3.869 -0.335
53 H 0.422 -2.858 0.791
54 H 2.099 -4.138 -0.297
55 H 1.342 -4.023 -1.890
56 H 2.193 -2.618 -1.207
57 C -0.913 -2.297 -2.673
58 C -2.214 -1.960 -3.392
59 H -0.834 -3.392 -2.554
60 H -0.047 -1.977 -3.270
61 H -2.272 -2.557 -4.313
62 H -3.097 -2.210 -2.793
63 H -2.259 -0.903 -3.671
64 C -2.298 -1.949 -0.201
65 C -2.308 -2.237 1.299
66 H -2.722 -2.800 -0.754
67 H -2.941 -1.085 -0.406
68 H -3.329 -2.487 1.618
69 H -1.672 -3.093 1.560
70 H -2.003 -1.368 1.898
71 N 0.712 -0.216 1.188
72 C 0.941 0.924 1.979
73 C 1.133 0.948 3.348
74 C 1.242 2.213 3.942
75 C 1.183 3.351 3.128
76 C 1.011 3.243 1.760
77 N 0.865 2.001 1.192
78 H 0.012 -0.846 1.589
79 H 1.539 -0.819 1.110
80 H 1.153 0.009 3.903
81 H 1.374 2.325 5.014
82 H 1.274 4.358 3.538
83 H 0.961 4.107 1.093

Partial atomic charges computed with the Löwdin method, in multiples of e: 0.141, -0.064, 0.039, -0.187, 0.040, -0.055, 0.059, 1.279, 0.890, 0.050, -0.203, 0.001, -0.184, -0.485, -0.187, -0.116, 0.874, 0.141, 0.147, 0.128, 0.126, 0.139, 0.141, 0.165, 0.125, 0.136, 0.126, 0.969, -0.407, -0.116, 0.092, 0.020, 0.105, 0.094, 0.068, -0.410, -0.115, 0.016, 0.069, 0.106, 0.060, 0.083, -0.394, -0.098, 0.053, 0.079, 0.105, 0.066, 0.085, -0.385, -0.109, 0.116, 0.070, 0.106, 0.094, 0.038, -0.367, -0.110, 0.107, 0.088, 0.110, 0.076, 0.058, -0.358, -0.116, 0.109, 0.040, 0.092, 0.083, 0.058, -0.002, -0.388, 0.064, 0.047, 0.023, -0.044, -0.079, 0.087, 0.117, 0.149, 0.148, 0.149, 0.137

[2]
6 unconnected molecules or ions with the total composition C30H46IO9P in a non-equilibrium geometry. Source: the Open Molecules 2025 dataset; level of theory: the ωB97M-V functional and the def2-TZVPD basis.

Computed properties:
SMILES	O=C1C=C(I)C(=O)c2cc(P(O)O)ccc21.C1CCOC1.C1CCOC1.C1CCOC1.C1CCOC1.C1CCOC1
largest force on an atom	0.169	hartree/bohr
orbital gap	7.22	eV

Atoms and positions in Å:
1 O -1.566 2.086 -2.889
2 C -1.394 1.294 -1.811
3 C -2.643 0.849 -0.790
4 C -2.709 -0.556 -0.218
5 I -4.239 -1.258 1.178
6 C -1.509 -1.637 -0.656
7 O -1.730 -2.930 -0.913
8 C 0.004 -0.937 -0.788
9 C 1.373 -1.726 -0.293
10 C 2.788 -0.871 -0.446
11 P 4.385 -1.784 0.196
12 O 3.779 -2.681 1.602
13 O 5.306 -0.464 0.945
14 C 2.906 0.653 -1.047
15 C 1.514 1.405 -1.533
16 C 0.080 0.619 -1.400
17 H -3.482 1.612 -0.440
18 H 1.308 -2.817 0.134
19 H 3.181 -2.025 2.107
20 H 4.581 0.083 1.403
21 H 3.955 1.215 -1.108
22 H 1.604 2.495 -1.954
23 C 2.564 -5.883 0.688
24 C 3.673 -6.833 1.061
25 C 3.229 -7.318 2.424
26 O 1.795 -7.291 2.429
27 C 1.349 -6.570 1.272
28 H 2.479 -5.708 -0.388
29 H 2.721 -4.917 1.181
30 H 3.696 -7.672 0.355
31 H 4.663 -6.370 1.074
32 H 3.579 -6.648 3.217
33 H 3.579 -8.331 2.643
34 H 0.927 -7.295 0.568
35 H 0.565 -5.863 1.558
36 C 8.531 -9.084 0.789
37 C 8.935 -7.644 0.974
38 C 7.598 -6.935 0.955
39 O 6.632 -7.853 1.486
40 C 7.235 -9.152 1.568
41 H 9.278 -9.799 1.142
42 H 8.340 -9.282 -0.272
43 H 9.412 -7.515 1.953
44 H 9.623 -7.278 0.208
45 H 7.295 -6.686 -0.068
46 H 7.601 -6.018 1.551
47 H 7.420 -9.368 2.626
48 H 6.547 -9.904 1.172
49 C -4.589 5.563 1.284
50 C -4.261 5.753 -0.175
51 C -3.418 4.533 -0.472
52 O -3.879 3.487 0.394
53 C -4.749 4.062 1.379
54 H -5.478 6.109 1.609
55 H -3.741 5.888 1.899
56 H -5.183 5.724 -0.769
57 H -3.745 6.692 -0.392
58 H -2.362 4.714 -0.245
59 H -3.500 4.210 -1.514
60 H -5.773 3.757 1.138
61 H -4.493 3.674 2.369
62 C -9.221 4.779 -3.018
63 C -8.674 3.443 -2.586
64 C -7.884 3.809 -1.349
65 O -8.537 4.941 -0.758
66 C -9.498 5.451 -1.692
67 H -10.108 4.706 -3.653
68 H -8.451 5.335 -3.566
69 H -9.500 2.773 -2.317
70 H -8.068 2.948 -3.349
71 H -6.862 4.109 -1.605
72 H -7.836 2.991 -0.624
73 H -10.496 5.195 -1.318
74 H -9.416 6.540 -1.748
75 C 0.653 6.735 0.601
76 C 0.980 6.925 -0.858
77 C 1.823 5.705 -1.155
78 O 1.362 4.659 -0.288
79 C 0.492 5.234 0.696
80 H -0.237 7.281 0.927
81 H 1.500 7.060 1.217
82 H 0.058 6.896 -1.451
83 H 1.496 7.864 -1.074
84 H 2.879 5.886 -0.927
85 H 1.742 5.382 -2.197
86 H -0.532 4.929 0.456
87 H 0.748 4.846 1.686

Partial atomic charges computed with the Löwdin method, in multiples of e: -0.043, -0.183, -0.009, -0.576, 0.771, -0.257, -0.043, -0.011, 0.017, -0.310, 0.908, -0.388, -0.379, -0.039, 0.024, -0.014, 0.104, 0.099, 0.073, 0.059, 0.107, 0.096, -0.190, -0.181, -0.201, -0.139, -0.207, 0.117, 0.084, 0.121, 0.101, 0.119, 0.117, 0.117, 0.115, -0.183, -0.183, -0.209, -0.160, -0.201, 0.116, 0.118, 0.118, 0.116, 0.119, 0.121, 0.118, 0.119, -0.169, -0.168, -0.195, -0.180, -0.188, 0.120, 0.116, 0.108, 0.117, 0.093, 0.122, 0.114, 0.122, -0.183, -0.180, -0.212, -0.144, -0.207, 0.116, 0.117, 0.118, 0.118, 0.106, 0.118, 0.118, 0.117, -0.177, -0.179, -0.207, -0.155, -0.196, 0.115, 0.118, 0.117, 0.117, 0.118, 0.117, 0.091, 0.122

no.,total energy (eV)
1,-126727.5335
2,-67658.9242